Entry from OMol25: a 2-piece molecular cluster, C30H50NO8S overall (the ωB97M-V functional and the def2-TZVPD basis).

Cartesian coordinates (Å):
C1 -1.653 -0.716 -1.481
C2 -2.132 -2.045 -1.227
C3 -2.201 -2.696 0.188
C4 -2.805 -4.150 0.113
C5 -2.358 -5.010 -1.127
C6 -0.835 -4.986 -1.433
C7 0.206 -5.533 -0.552
C8 1.589 -5.371 -0.991
C9 1.988 -4.721 -2.225
C10 0.954 -4.216 -3.127
C11 -0.426 -4.362 -2.704
N1 -0.889 -2.788 0.888
C12 -0.383 -1.449 1.413
C13 -1.497 -0.606 2.125
C14 -1.599 -1.198 3.615
C15 -2.734 -0.448 4.404
O1 -3.276 -0.930 5.368
C16 -1.080 0.920 2.351
C17 -0.291 1.556 1.156
C18 -0.454 3.134 1.015
C19 0.963 3.868 1.070
C20 1.079 4.992 -0.073
C21 2.532 4.960 -0.682
C22 2.494 5.625 -2.138
C23 3.000 4.619 -3.259
C24 2.923 5.242 -4.708
O2 2.756 4.130 -5.616
C25 1.712 4.419 -6.570
O3 -2.759 -0.563 1.453
C26 -3.247 -1.825 1.027
O4 -3.872 -2.588 2.059
C27 -5.129 -1.999 2.464
C28 -6.282 -2.790 1.710
H1 -2.261 0.205 -1.321
H2 -0.597 -0.623 -1.845
H3 -2.508 -2.577 -2.139
H4 -2.531 -4.736 1.039
H5 -3.930 -4.149 0.108
H6 -2.702 -6.076 -1.002
H7 -2.913 -4.632 -2.026
H8 -0.098 -6.008 0.406
H9 2.416 -5.741 -0.337
H10 3.051 -4.587 -2.520
H11 1.173 -3.722 -4.100
H12 -1.216 -3.967 -3.387
H13 -1.023 -3.387 1.714
H14 -0.118 -3.131 0.284
H15 0.113 -0.961 0.543
H16 0.393 -1.716 2.183
H17 -1.884 -2.286 3.617
H18 -0.635 -1.059 4.175
H19 -3.128 0.563 4.079
H20 -2.051 1.483 2.446
H21 -0.563 1.032 3.344
H22 -0.476 1.070 0.164
H23 0.807 1.387 1.370
H24 -0.896 3.344 0.012
H25 -1.067 3.489 1.878
H26 1.123 4.355 2.074
H27 1.817 3.166 0.886
H28 0.372 4.752 -0.915
H29 0.846 5.982 0.387
H30 3.285 5.522 -0.075
H31 2.921 3.917 -0.807
H32 3.099 6.566 -2.167
H33 1.430 5.921 -2.366
H34 2.402 3.670 -3.200
H35 4.075 4.416 -3.014
H36 2.095 5.992 -4.791
H37 3.882 5.797 -4.897
H38 1.951 5.411 -7.034
H39 1.777 3.632 -7.359
H40 0.715 4.432 -6.053
H41 -4.075 -1.604 0.292
H42 -5.194 -0.916 2.189
H43 -5.230 -2.090 3.575
H44 -6.036 -3.880 1.733
H45 -7.280 -2.548 2.150
H46 -6.219 -2.479 0.629
C29 4.916 0.349 3.347
C30 3.947 -0.587 2.649
O5 3.326 0.214 1.639
S1 4.390 1.317 1.111
O6 4.986 0.829 -0.083
O7 3.784 2.601 1.198
O8 5.460 1.165 2.308
H47 4.397 0.999 4.056
H48 5.709 -0.189 3.863
H49 3.201 -0.996 3.329
H50 4.476 -1.406 2.154

- frontier orbital gap (hartree) = 0.2424
- E_HOMO (eV) = -10.8473
- spin multiplicity = 1
- DFT total energy (eV) = -60611.182
- energy above the lowest of the compared OMol25 structures with the same formula, charge and spin (kcal/mol) = 79.5
- total charge = +1

Results of the Löwdin charge analysis, in e, for atoms 1 through 6: atom 1 (C): 0.058, atom 2 (C): -0.053, atom 3 (C): -0.298, atom 4 (C): -0.098, atom 5 (C): -0.149, atom 6 (C): -0.219

Entry from OMol25: HgI2 as an isolated structure (the ωB97M-V functional and the def2-TZVPD basis).

Cartesian coordinates (Å):
Hg1 -0.118 0.869 -0.032
I1 -1.611 -0.720 -1.924
I2 1.728 -0.149 1.956

- frontier orbital gap (hartree) = 0.2452
- E_HOMO (eV) = -9.6495
- spin multiplicity = 1
- DFT total energy (eV) = -20376.845
- energy above the lowest of the compared OMol25 structures with the same formula, charge and spin (kcal/mol) = 23.1
- total charge = 0

The molecule's natural (NBO) atomic charges, reported in e, are given here: atom 1 (Hg): 0.921, atom 2 (I): -0.460, atom 3 (I): -0.461

Entry from OMol25: C7H19NO6S2 as an isolated structure (the ωB97M-V functional and the def2-TZVPD basis).

Cartesian coordinates (Å):
N1 1.869 0.469 -0.556
C1 2.510 -0.720 -0.804
O1 3.653 -0.848 -0.522
C2 1.795 -1.884 -1.491
C3 0.288 -1.978 -1.192
O2 0.003 -1.747 0.195
S1 -1.275 -0.744 0.482
O3 -1.834 -1.207 1.691
O4 -2.425 -1.128 -0.685
S2 -2.635 0.211 -1.727
H1 0.874 0.441 -0.720
H2 2.101 0.861 0.347
H3 2.289 -2.781 -1.134
H4 1.945 -1.812 -2.568
H5 -0.010 -3.002 -1.410
H6 -0.235 -1.312 -1.881
H7 -1.369 0.685 -1.824
C4 4.537 -2.715 2.932
C5 3.233 -2.027 3.293
O5 3.293 -0.634 3.001
H8 5.367 -2.267 3.479
H9 4.496 -3.780 3.165
H10 4.751 -2.597 1.867
H11 3.030 -2.126 4.359
H12 2.397 -2.471 2.741
H13 3.462 -0.545 2.057
C6 -5.355 4.374 -1.906
C7 -4.465 3.349 -1.230
O6 -3.132 3.840 -1.098
H14 -4.964 4.627 -2.892
H15 -6.373 3.997 -2.018
H16 -5.389 5.300 -1.326
H17 -4.417 2.437 -1.820
H18 -4.849 3.095 -0.236
H19 -3.166 4.643 -0.567

- frontier orbital gap (hartree) = 0.3666
- E_HOMO (eV) = -9.9844
- spin multiplicity = 1
- DFT total energy (eV) = -43010.382
- total charge = 0

Results of the natural (NBO) charge analysis, in e, for atoms 1 through 6: atom 1 (N): -0.820, atom 2 (C): 0.686, atom 3 (O): -0.594, atom 4 (C): -0.529, atom 5 (C): -0.098, atom 6 (O): -0.713

Entry from OMol25: the molecule C3H6N2O2 (the ωB97M-V functional and the def2-TZVPD basis).

Cartesian coordinates (Å):
C1 1.409 -1.083 -0.700
C2 0.351 -0.438 -0.215
N1 -0.816 -1.022 0.229
O1 -2.026 -0.374 -0.076
C3 0.506 1.082 0.124
N2 -0.281 1.531 1.122
O2 1.303 1.779 -0.465
H1 2.324 -0.545 -0.869
H2 1.388 -2.140 -0.908
H3 -0.850 -2.035 -0.118
H4 -2.083 -0.208 -1.033
H5 -0.229 2.502 1.382
H6 -0.994 0.950 1.528

- frontier orbital gap (hartree) = 0.3619
- E_HOMO (eV) = -9.1684
- spin multiplicity = 1
- DFT total energy (eV) = -10281.629
- energy above the lowest of the compared OMol25 structures with the same formula, charge and spin (kcal/mol) = 73.1
- total charge = 0

Results of the natural (NBO) charge analysis, in e, for atoms 1 through 6: atom 1 (C): -0.413, atom 2 (C): 0.028, atom 3 (N): -0.328, atom 4 (O): -0.566, atom 5 (C): 0.641, atom 6 (N): -0.811

Entry from OMol25: C5H9NO2 as an isolated structure (the ωB97M-V functional and the def2-TZVPD basis).

Cartesian coordinates (Å):
C1 -0.397 -0.538 0.344
C2 -1.476 0.324 0.983
C3 2.005 -0.858 0.010
N1 -0.950 -1.277 -0.766
C4 0.642 0.888 -0.575
C5 1.939 0.262 -0.703
O1 0.699 2.166 -0.101
O2 2.383 -1.748 0.675
H1 -0.161 2.591 -0.211
H2 0.020 -1.169 1.137
H3 -1.839 -1.716 -0.549
H4 -0.307 -1.973 -1.122
H5 -0.081 0.732 -1.376
H6 2.787 0.710 -1.204
H7 -1.943 0.982 0.247
H8 -1.062 0.928 1.791
H9 -2.260 -0.304 1.419

- frontier orbital gap (hartree) = 0.3388
- E_HOMO (eV) = -8.4478
- spin multiplicity = 1
- DFT total energy (eV) = -10913.008
- energy above the lowest of the compared OMol25 structures with the same formula, charge and spin (kcal/mol) = 82.3
- total charge = 0

Results of the natural (NBO) charge analysis, in e, for atoms 1 through 6: atom 1 (C): -0.111, atom 2 (C): -0.635, atom 3 (C): 0.738, atom 4 (N): -0.871, atom 5 (C): 0.168, atom 6 (C): -0.581

Entry from OMol25: the molecule C4H7NO (the ωB97M-V functional and the def2-TZVPD basis).

Cartesian coordinates (Å):
C1 2.049 0.428 -0.214
O1 1.166 -0.226 0.680
C2 -0.172 0.162 0.566
C3 -1.242 -0.965 0.539
C4 -2.443 -0.191 0.195
N1 -3.231 0.605 -0.096
H1 1.578 1.268 -0.741
H2 2.908 0.825 0.334
H3 2.399 -0.293 -0.957
H4 -0.437 0.840 1.389
H5 -0.310 0.696 -0.377
H6 -1.394 -1.479 1.496
H7 -1.053 -1.727 -0.228

- frontier orbital gap (hartree) = 0.4076
- E_HOMO (eV) = -10.2410
- spin multiplicity = 1
- DFT total energy (eV) = -7797.809
- energy above the lowest of the compared OMol25 structures with the same formula, charge and spin (kcal/mol) = 42.3
- total charge = 0

Results of the natural (NBO) charge analysis, in e, for atoms 1 through 6: atom 1 (C): -0.247, atom 2 (O): -0.541, atom 3 (C): -0.039, atom 4 (C): -0.523, atom 5 (C): 0.281, atom 6 (N): -0.326